Computed, not measured: C23H41N2O2P2Ru as an isolated structure in a non-equilibrium geometry, with ωB97M-V/def2-TZVPD.

Its net charge is +3. The orbital gap (spin up / spin down) comes out at 6.67 / 5.02 eV. For the HOMO energy (spin up / spin down), the calculation gives -17.288 / -17.291 eV. Its spin multiplicity is 5. Its expectation value of S² is 6.0458. The calculation puts the LUMO energy (spin up / spin down) at -10.618 / -12.270 eV. The total energy is -1937.51351 a.u. As for the molar mass: 540.6 g/mol.

Each line ends with the Mulliken charge.
Cartesian coordinates (Å):
Ru 0.471 -0.244 -0.301  -0.358
P -0.987 -1.763 -0.975  1.144
C 0.033 -2.788 -2.101  -1.052
C 0.986 -1.912 -2.828  0.237
N 1.423 -0.819 -2.152  1.028
C 2.512 -0.133 -2.551  0.465
C 3.014 -0.317 -3.833  -1.046
C 2.498 -1.349 -4.613  -0.591
C 1.511 -2.177 -4.094  -1.027
C 3.146 0.778 -1.526  -1.596
P 2.584 0.186 0.128  1.577
H 1.117 -3.037 -4.624  0.589
H 3.819 0.337 -4.163  0.586
H 2.873 -1.509 -5.618  0.474
H 4.243 0.731 -1.570  0.758
H 2.857 1.831 -1.669  0.465
H 0.749 -3.583 -1.313  0.120
H -0.564 -3.441 -2.755  0.863
H 1.403 -3.590 0.433  0.532
O 1.598 -4.135 -0.534  -0.673
H 1.349 -5.070 -0.457  0.352
H 1.030 -1.731 0.802  -0.591
O 1.110 -2.663 1.381  -0.575
H 1.763 -2.483 2.087  0.504
C 3.777 -1.164 0.417  -1.348
H 4.705 -0.934 -0.122  0.458
H 3.978 -1.251 1.493  0.406
H 3.378 -2.117 0.039  0.354
C 2.986 1.496 1.303  -1.207
H 2.856 1.087 2.316  0.434
H 4.021 1.844 1.166  0.488
H 2.284 2.332 1.165  0.206
C -2.332 -1.090 -1.986  -1.339
H -2.931 -1.907 -2.412  0.565
H -2.967 -0.461 -1.348  0.376
H -1.919 -0.483 -2.802  0.337
C -1.789 -2.926 0.157  -1.213
H -2.237 -2.354 0.978  0.347
H -2.574 -3.478 -0.376  0.493
H -1.064 -3.633 0.578  0.314
C -3.681 2.787 3.938  -1.706
C -2.752 1.838 3.243  -0.186
C -2.419 0.628 3.863  -0.558
C -1.506 -0.260 3.287  0.096
C -1.181 -1.569 3.947  -1.738
C -0.882 0.132 2.108  0.387
C -1.262 1.288 1.395  0.731
C -2.210 2.156 1.999  -0.597
N -0.668 1.423 0.158  1.131
C -0.958 2.569 -0.741  0.372
C -2.437 2.579 -1.113  -1.391
C -0.539 3.875 -0.067  -1.328
C -0.159 2.443 -2.033  -1.613
H -4.615 2.292 4.225  0.414
H -3.234 3.183 4.859  0.381
H -3.924 3.635 3.294  0.398
H -2.868 0.372 4.826  0.552
H -0.556 -1.421 4.840  0.432
H -2.097 -2.076 4.278  0.452
H -0.637 -2.239 3.268  0.171
H -0.021 -0.448 1.682  1.266
H -2.526 3.079 1.517  0.314
H -2.629 3.450 -1.750  0.518
H -2.687 1.670 -1.669  0.255
H -3.087 2.635 -0.242  0.281
H 0.541 3.869 0.128  0.289
H -0.770 4.707 -0.741  0.493
H -1.047 4.045 0.882  0.287
H 0.917 2.553 -1.852  0.171
H -0.346 1.483 -2.532  0.199
H -0.472 3.245 -2.713  0.673

Computed, not measured: C27H28CrN2Si as an isolated structure in a non-equilibrium geometry, with ωB97M-V/def2-TZVPD.

Its net charge is +1. Its energy above the lowest of the compared OMol25 structures with the same formula, charge and spin is 53.56 kcal per mole. The orbital gap (spin up / spin down) comes out at 6.52 / 6.68 eV. For the HOMO energy (spin up / spin down), the calculation gives -10.662 / -10.836 eV. Its spin multiplicity is 4. Its expectation value of S² is 3.8090. The calculation puts the LUMO energy (spin up / spin down) at -4.145 / -4.161 eV. The total energy is -2488.73823 a.u. As for the molar mass: 460.6 g/mol.

Each line ends with the Mulliken charge.
Cartesian coordinates (Å):
C -2.098 -1.530 -1.451  -0.706
C -1.474 -0.810 -2.531  -0.762
C -0.237 -1.406 -2.844  -0.656
H -1.968 -0.039 -3.137  0.684
C 0.013 -2.449 -1.900  -0.676
C -1.217 -2.548 -1.024  -0.532
H -1.428 -3.407 -0.386  0.739
H -3.149 -1.394 -1.152  0.440
H 0.302 -1.209 -3.771  0.540
H 0.656 -3.284 -2.107  0.821
Cr 0.290 -1.391 -0.124  0.386
C 1.464 0.016 -0.195  -1.559
H 2.131 -0.721 -0.716  0.386
H 1.463 0.182 0.914  0.077
H 1.655 1.021 -0.663  0.878
Si -0.985 2.159 -1.105  0.393
C -1.084 3.151 0.504  0.289
C -2.416 3.611 0.543  -0.611
H -3.146 3.354 -0.227  0.290
C -2.805 4.540 1.516  -0.619
H -3.789 5.021 1.441  0.364
C -1.935 4.794 2.596  -0.423
H -2.280 5.393 3.444  0.365
C -0.666 4.161 2.655  -0.539
H -0.048 4.321 3.546  0.381
C -0.238 3.343 1.616  -0.138
H 0.781 2.990 1.617  0.423
C 0.576 2.639 -2.236  0.936
C 0.291 3.880 -2.872  -0.828
H -0.288 4.609 -2.291  0.386
C 0.463 4.005 -4.264  -0.469
H 0.108 4.920 -4.761  0.371
C 1.081 2.970 -4.987  -0.487
H 1.151 3.068 -6.068  0.388
C 1.668 1.889 -4.311  -0.517
H 2.247 1.160 -4.897  0.401
C 1.421 1.725 -2.920  -0.200
H 1.764 0.789 -2.434  -0.056
H -1.169 0.715 -0.543  0.091
H -2.041 2.705 -1.942  -0.227
N -0.713 -1.265 1.641  -0.224
C 0.122 -1.944 2.640  0.889
C 0.092 -1.690 4.017  -0.902
C 0.651 -2.712 4.858  -0.611
C 1.199 -3.890 4.329  -0.834
C 1.349 -4.082 2.920  0.106
C 1.798 -5.244 2.261  -0.501
C 1.883 -5.259 0.882  -1.067
C 1.586 -4.116 0.139  -0.043
N 0.940 -3.075 0.708  0.425
C 0.860 -3.026 2.096  0.487
H -1.558 -1.862 1.370  0.345
H -1.130 -0.362 1.925  0.328
H -0.337 -0.768 4.474  0.414
H 0.633 -2.585 5.953  0.394
H 1.510 -4.708 4.989  0.397
H 2.046 -6.127 2.831  0.452
H 2.196 -6.146 0.362  0.429
H 1.807 -4.084 -0.926  0.496

Computed, not measured: one molecule with the formula C4H8S2 in a non-equilibrium geometry, with ωB97M-V/def2-TZVPD.

Its net charge is 0. Its energy above the lowest of the compared OMol25 structures with the same formula, charge and spin is 48.66 kcal per mole. The orbital gap comes out at 8.45 eV. For the HOMO energy, the calculation gives -8.544 eV. Its spin multiplicity is 1. As for the SMILES: CCC(=S)SC. The calculation puts the LUMO energy at -0.097 eV. The total energy is -953.50908 a.u. As for the molar mass: 120.2 g/mol.

Each line ends with the Mulliken charge.
Cartesian coordinates (Å):
C -1.366 -2.304 0.187  -0.829
C -1.180 -0.920 0.952  -0.705
C -0.133 -0.028 0.335  0.137
S 1.371 -0.632 0.547  -0.260
S -0.600 1.241 -0.753  -0.001
C 1.064 2.064 -0.994  -0.726
H -1.603 -2.052 -0.837  0.318
H -1.988 -3.036 0.786  0.284
H -0.282 -2.790 0.064  0.254
H -2.057 -0.263 1.137  0.376
H -0.706 -1.023 1.892  0.332
H 0.874 3.048 -1.681  0.283
H 1.872 1.256 -1.157  0.278
H 1.245 2.237 0.205  0.256

Computed, not measured: C19H19HfIN2O3 as an isolated structure in a non-equilibrium geometry, with ωB97M-V/def2-TZVPD.

Its net charge is +2. Its energy above the lowest of the compared OMol25 structures with the same formula, charge and spin is 12.48 kcal per mole. The orbital gap comes out at 4.80 eV. For the HOMO energy, the calculation gives -13.375 eV. Its spin multiplicity is 1. The calculation puts the LUMO energy at -8.571 eV. The total energy is -1415.84845 a.u. As for the molar mass: 628.8 g/mol.

Each line ends with the Mulliken charge.
Cartesian coordinates (Å):
C 0.788 0.823 2.344  -0.683
C 0.751 -0.777 2.284  -0.705
H 1.883 0.884 2.549  0.450
H 0.081 1.067 3.164  0.151
H 0.624 1.662 1.509  0.221
H 0.703 -1.632 1.465  0.449
H 1.829 -0.922 2.490  0.407
H 0.070 -1.098 3.120  0.070
C -0.093 2.563 -1.714  0.024
C 0.050 3.335 -2.852  -0.743
C -0.049 2.743 -4.125  -0.426
C -0.342 1.391 -4.295  -0.953
H -0.044 2.930 -0.679  0.462
H 0.282 4.402 -2.711  0.418
H 0.156 3.322 -5.006  0.483
H -0.304 0.833 -5.246  0.350
N -0.369 1.238 -1.853  0.253
C -0.503 0.669 -3.113  0.733
C -0.619 -0.780 -3.182  1.419
N -0.572 -1.534 -2.019  0.147
C -0.624 -2.881 -1.850  0.162
C -0.631 -2.881 -4.275  -0.410
C -0.663 -3.563 -3.044  -0.741
H -0.714 -3.291 -0.801  0.418
H -0.668 -4.644 -2.949  0.435
C -0.630 -1.489 -4.364  -0.653
H -0.483 -0.908 -5.268  0.382
H -0.542 -3.442 -5.194  0.469
Hf -0.123 -0.222 -0.474  0.328
I 2.573 -0.146 -0.966  -0.094
O -3.122 2.966 2.991  -0.601
C -2.955 1.767 3.563  0.293
C -2.567 1.741 4.901  -0.524
C -2.173 0.550 5.484  -0.408
C -2.110 -0.609 4.696  -0.384
C -2.441 -0.581 3.330  -0.607
C -2.779 0.623 2.707  0.300
C -2.747 0.758 1.242  0.464
O -3.434 1.603 0.662  -0.683
O -1.788 0.060 0.616  -0.861
H -3.521 2.811 2.091  0.408
H -2.643 2.651 5.495  0.458
H -1.872 0.525 6.535  0.404
H -1.703 -1.558 5.127  0.420
H -2.368 -1.500 2.738  0.501